No. 1
DFT (the ωB97M-V functional and the def2-TZVPD basis) results for a molecular structure, C14H25N4O2SSr at a distorted geometry.

```
47
Properties=species:S:1:pos:R:3:lowdin_charge:R:1
Sr -0.17 0.96 0.35 0.7945
C -1.19 3.15 -1.07 -0.2813
C -2.12 2.71 0.16 -0.2359
N -2.36 1.25 0.48 -0.3053
C -3.01 0.36 -0.52 -0.2030
C -2.19 -0.92 -0.90 -0.2013
N -0.76 -0.65 -1.26 -0.1857
C -0.78 0.65 -1.93 -0.3685
C 0.48 1.56 -2.06 -0.2317
N 0.24 2.71 -1.12 -0.2181
H -1.19 4.24 -0.97 0.0840
H -1.70 2.95 -2.01 0.0914
H -3.06 3.23 -0.04 0.0939
H -1.67 3.17 1.06 0.0853
H -2.77 1.14 1.41 0.0983
H -3.24 0.96 -1.41 0.1037
H -3.97 0.03 -0.13 0.1169
H -2.73 -1.36 -1.75 0.1167
H -2.21 -1.60 -0.06 0.0552
H -0.38 -1.39 -1.84 0.1024
H -1.33 1.21 -1.21 -0.0467
H -1.38 0.67 -2.85 0.1197
H 0.58 1.89 -3.09 0.0848
H 1.41 1.03 -1.78 0.0908
H 0.85 3.50 -1.31 0.0489
O -1.71 -0.97 1.95 -0.2538
N -1.48 -2.02 2.70 -0.2394
C -2.06 -2.04 3.93 -0.0552
C -1.94 -3.10 4.78 -0.0918
C -1.18 -4.19 4.36 -0.1044
C -0.57 -4.15 3.14 -0.1215
C -0.68 -3.04 2.27 -0.7231
S 0.12 -2.97 0.77 0.5888
H -2.62 -1.14 4.14 0.1200
H -2.43 -3.06 5.74 0.0933
H -1.07 -5.07 5.00 0.0963
H 0.05 -4.97 2.79 0.0889
C 4.25 0.97 -1.84 -0.1067
O 3.57 -0.03 -1.07 -0.1965
C 4.33 -0.83 -0.36 -0.1111
C 3.43 -1.70 0.45 -0.1431
H 3.98 1.94 -1.43 0.0677
H 3.90 0.90 -2.87 0.0767
H 5.32 0.80 -1.77 0.0723
H 3.93 -2.61 0.76 0.0620
H 2.46 -1.92 -0.01 -0.0021
H 3.22 -1.12 1.36 0.0741
```

Values from the calculation:
- Total charge: -1
- Orbital gap: 2.3665 eV
- Relative energy (zero: lowest compared OMol25 entry of this formula, charge and spin): 318.6 kJ/mol
- Calculated total energy: -1346.526268 a.u.



No. 2
DFT (the ωB97M-V functional and the def2-TZVPD basis) results for a gas-phase ion, C14H25N4O5 (charge -1) at a distorted geometry.

```
48
Properties=species:S:1:pos:R:3:nbo_charge:R:1
C 2.11 -1.75 3.98 -0.4245
N 1.32 -1.52 2.72 -0.5789
C 0.05 -1.86 2.65 0.6632
O -0.57 -2.26 3.71 -0.6969
C -0.79 -1.57 1.37 -0.1511
C -2.10 -0.78 1.55 -0.3843
C -2.18 0.70 1.14 -0.3817
C -2.08 1.04 -0.34 -0.4155
C -2.32 2.56 -0.38 -0.1973
N -1.14 3.29 -0.83 -0.8693
N -0.02 -1.07 0.27 -0.6456
C 0.65 -1.81 -0.60 0.6908
O 0.52 -3.04 -0.68 -0.6447
C 1.59 -0.96 -1.52 -0.1391
C 1.29 -1.17 -3.04 -0.3984
C -0.27 -1.09 -3.37 -0.5228
C -0.84 0.25 -3.44 0.7450
O -2.10 0.35 -3.70 -0.7861
O -0.07 1.19 -3.24 -0.8184
N 1.66 0.41 -1.16 -0.6147
C 2.38 0.82 -0.04 0.7021
C 2.15 2.18 0.57 -0.6996
O 3.00 0.05 0.70 -0.6927
H 1.57 -1.83 4.91 0.2316
H 2.89 -2.48 3.91 0.1982
H 2.78 -0.91 4.21 0.1965
H 1.75 -1.01 2.06 0.4225
H -1.23 -2.53 1.04 0.2580
H -2.40 -0.79 2.58 0.2338
H -3.00 -1.20 1.02 0.1954
H -3.11 1.10 1.57 0.2078
H -1.28 1.13 1.68 0.1757
H -1.19 0.69 -0.70 0.1838
H -2.94 0.52 -0.71 0.2262
H -2.71 2.96 0.60 0.1611
H -3.12 2.83 -1.15 0.1774
H -1.46 4.08 -1.50 0.3603
H -0.62 2.56 -1.35 0.3835
H -0.19 -0.12 0.00 0.4101
H 2.65 -1.44 -1.33 0.2382
H 1.75 -0.36 -3.58 0.2321
H 1.65 -2.14 -3.36 0.2114
H -0.89 -1.50 -2.60 0.2218
H -0.48 -1.65 -4.31 0.2207
H 1.11 0.93 -1.62 0.4181
H 3.04 2.39 1.10 0.2346
H 1.75 2.79 -0.17 0.2286
H 1.44 2.02 1.36 0.2330
```

Values from the calculation:
- SMILES: CNC(=O)[C@@H](CCCCN)NC(=O)[C@@H](CCC(=O)[O-])NC(C)=O
- Total charge: -1
- Orbital gap: 7.9192 eV
- Relative energy (zero: lowest compared OMol25 entry of this formula, charge and spin): 296.6 kJ/mol
- Calculated total energy: -1143.741616 a.u.



No. 3
DFT (the ωB97M-V functional and the def2-TZVPD basis) results for a molecular structure, C14H25N6O6SeV at a distorted geometry.

```
53
Properties=species:S:1:pos:R:3:mulliken_spin:R:1
V -0.71 1.02 -0.57 2.0564
N -0.25 2.93 0.30 -0.0228
C -0.12 4.00 -0.70 0.0117
C -1.12 3.71 -1.82 0.0000
N -1.00 2.33 -2.29 -0.0163
C -0.07 2.13 -3.42 0.0033
C 1.33 1.84 -2.89 0.0060
N 1.21 0.85 -1.83 -0.0104
H -1.07 3.08 0.88 0.0084
H 0.57 2.89 0.90 0.0020
H 0.89 4.01 -1.09 -0.0025
H -0.33 4.99 -0.28 -0.0020
H -0.99 4.43 -2.63 0.0011
H -2.13 3.82 -1.41 -0.0003
H -1.92 2.01 -2.57 0.0119
H -0.05 3.00 -4.08 -0.0006
H -0.41 1.26 -3.99 -0.0008
H 1.77 2.75 -2.48 -0.0021
H 1.97 1.51 -3.71 -0.0008
H 1.96 0.89 -1.15 -0.0022
H 1.15 -0.09 -2.21 0.0011
O 1.93 -1.86 4.26 0.0004
C 3.04 -1.19 4.10 0.0006
O 4.01 -1.35 4.80 0.0000
C 3.10 -0.19 2.98 0.0021
C 4.24 0.54 2.74 -0.0008
N 3.99 1.30 1.66 0.0024
N 2.76 1.12 1.17 0.0077
C 2.20 0.21 1.96 0.0107
C 0.79 -0.23 1.71 0.0003
O 0.28 -1.07 2.46 0.0403
O 0.16 0.30 0.74 -0.0437
H 1.23 -1.61 3.58 -0.0011
H 5.17 0.57 3.28 -0.0002
H 4.61 1.95 1.22 0.0000
O -1.41 -2.83 -2.35 0.0021
C -1.23 -1.98 -1.37 -0.0007
O -1.08 -0.79 -1.62 -0.0081
C -1.19 -2.65 0.02 0.0111
N -1.36 -4.10 -0.17 -0.0006
C -2.60 -4.54 0.51 0.0003
C -3.43 -3.27 0.62 -0.0065
C -2.37 -2.20 0.90 -0.0123
H -0.24 -2.39 0.49 -0.0030
H -0.56 -4.63 0.14 -0.0002
H -1.48 -3.70 -1.86 -0.0008
H -2.39 -4.95 1.50 0.0001
H -3.09 -5.32 -0.08 0.0000
H -4.17 -3.33 1.41 -0.0006
H -3.94 -3.06 -0.32 0.0018
H -2.05 -2.23 1.95 0.0006
H -2.70 -1.19 0.67 0.0184
Se -2.92 1.35 -0.06 -0.0611
```

Values from the calculation:
- Orbital gap (alpha / beta): 5.7518 / 6.3600 eV
- Spin multiplicity: 3
- Relative energy (zero: lowest compared OMol25 entry of this formula, charge and spin): 48.0 kJ/mol
- Calculated total energy: -4674.035767 a.u.



No. 4
DFT (the ωB97M-V functional and the def2-TZVPD basis) results for a single C14H25NO3 molecule at a distorted geometry.

```
43
Properties=species:S:1:pos:R:3:nbo_charge:R:1
C 0.41 0.36 3.50 -0.7423
C 0.00 1.84 3.07 0.7981
O -0.25 2.66 3.99 -0.5447
O -0.10 2.26 1.71 -0.5657
C -1.37 1.80 1.12 -0.0864
C -1.25 2.06 -0.45 -0.4369
C -2.11 1.09 -1.39 -0.4164
C -3.31 0.32 -0.67 -0.4209
C -2.94 -1.09 0.00 -0.4124
C -1.82 -1.94 -0.75 -0.4092
C -0.33 -1.64 -0.17 -0.4114
C 0.82 -1.85 -1.28 -0.4112
C 1.86 -0.64 -1.37 -0.2190
C 2.29 0.16 -0.05 -0.2469
N 3.71 -0.22 0.21 -0.6543
C 4.38 -0.20 -1.09 0.7075
O 5.48 0.27 -1.43 -0.5615
C 3.31 -0.97 -2.02 -0.5167
H 0.46 0.28 4.64 0.2554
H -0.34 -0.43 3.13 0.2338
H 1.44 0.09 3.09 0.2356
H -1.48 0.71 1.42 0.1841
H -2.18 2.43 1.63 0.2016
H -1.57 3.16 -0.62 0.2203
H -0.15 2.02 -0.76 0.2256
H -1.38 0.43 -1.96 0.2111
H -2.60 1.77 -2.18 0.2183
H -3.84 1.00 0.09 0.2157
H -4.10 0.10 -1.48 0.2163
H -3.90 -1.73 -0.03 0.2158
H -2.67 -1.03 1.12 0.1961
H -1.86 -1.78 -1.89 0.2028
H -2.02 -3.04 -0.56 0.2112
H -0.21 -2.34 0.74 0.2179
H -0.33 -0.55 0.14 0.1961
H 0.33 -1.93 -2.32 0.2082
H 1.39 -2.84 -1.13 0.2110
H 1.41 0.05 -2.18 0.2091
H 2.29 1.26 -0.36 0.1825
H 1.58 0.14 0.84 0.2235
H 4.07 0.44 0.93 0.3866
H 3.37 -0.41 -3.01 0.2289
H 3.50 -2.08 -2.20 0.2425
```

Values from the calculation:
- SMILES: CC(=O)OCCCCCCCC[C@H]1CNC(=O)C1
- Orbital gap: 10.4128 eV
- Relative energy (zero: lowest compared OMol25 entry of this formula, charge and spin): 507.9 kJ/mol
- Calculated total energy: -828.811945 a.u.



No. 5
DFT (the ωB97M-V functional and the def2-TZVPD basis) results for a molecular structure, C14H26BiN8S3Sb.

```
53
Properties=species:S:1:pos:R:3:mulliken_spin:R:1
Bi 1.92 0.41 0.78 -0.0168
S 2.78 -3.48 -0.33 0.9148
Sb 3.27 -2.61 1.86 -0.0424
S 1.16 -1.48 2.33 -0.0002
S 4.27 -0.69 0.84 0.1490
N 1.36 -1.75 -3.16 -0.0042
C 0.42 -0.80 -3.14 0.0007
N 0.13 -0.18 -4.28 0.0002
C -0.80 0.77 -4.18 -0.0002
N -1.16 1.41 -5.30 0.0000
N -1.41 1.15 -3.04 0.0001
C -1.05 0.46 -1.97 0.0007
N -0.17 -0.54 -1.94 -0.0028
C -1.69 0.85 -0.68 -0.0003
C -2.79 1.70 -0.67 0.0000
C -3.35 2.06 0.55 -0.0001
C -2.79 1.56 1.71 0.0001
C -1.70 0.72 1.61 -0.0003
N -1.15 0.37 0.44 0.0009
H 1.82 -1.96 -4.03 -0.0005
H 1.68 -2.18 -2.31 0.0036
H -0.72 1.17 -6.17 0.0000
H -1.84 2.15 -5.25 0.0000
H -3.18 2.07 -1.61 0.0000
H -4.21 2.71 0.58 0.0000
H -3.19 1.81 2.68 0.0000
H -1.23 0.31 2.50 0.0004
C 3.31 3.85 3.43 -0.0003
C 3.06 3.01 2.17 0.0031
C 2.30 3.82 1.13 -0.0011
C 2.31 1.73 2.53 -0.0003
H 3.90 4.74 3.19 -0.0001
H 3.84 3.27 4.18 0.0002
H 2.36 4.18 3.86 0.0001
H 4.03 2.73 1.76 -0.0024
H 1.28 4.03 1.46 0.0002
H 2.23 3.31 0.16 0.0003
H 2.78 4.78 0.94 0.0000
H 1.33 1.96 2.98 0.0000
H 2.86 1.12 3.24 0.0022
N -1.73 -5.25 -0.33 0.0005
C -2.35 -4.32 0.61 0.0019
C -2.11 -2.89 0.13 0.0008
N -0.66 -2.72 -0.12 -0.0090
H -1.51 -6.13 0.11 0.0003
H -0.31 -3.60 -0.52 -0.0016
H -2.33 -5.44 -1.12 0.0000
H -1.89 -4.46 1.59 0.0002
H -3.43 -4.46 0.75 -0.0003
H -2.42 -2.15 0.87 0.0008
H -2.63 -2.68 -0.80 -0.0002
H -0.45 -1.92 -0.77 0.0033
H -0.12 -2.52 0.75 -0.0016
```

Values from the calculation:
- Total charge: +1
- Orbital gap (alpha / beta): 7.8791 / 5.7257 eV
- Spin multiplicity: 2
- Relative energy (zero: lowest compared OMol25 entry of this formula, charge and spin): 0.0 kJ/mol
- Calculated total energy: -2636.474381 a.u.



Question: calculated total energy of number 3 (C14H25N6O6SeV)?
Answer: -4674.035767 a.u.



Question: Look up the relative energy (zero: lowest compared OMol25 entry of this formula, charge and spin) of the fourth one.
Answer: 507.9 kJ/mol



Question: Which formula does entry 1 have?
Answer: C14H25N4O2SSr